Molecular formula: C22H20AlN4O2S6Sb
Method: DFT, ωB97M-V with the def2-TZVPD basis set

```
56
Properties=species:S:1:pos:R:3:mulliken_charge:R:1
Al 0.01 -0.17 0.21 1.14
C 4.49 -0.88 0.76 -1.67
C 3.01 -1.08 0.56 0.73
N 2.18 -0.11 0.64 0.74
N 2.64 1.16 0.87 -0.94
C 2.02 2.03 0.15 0.30
S 0.93 1.67 -1.14 -0.51
S 2.42 3.73 0.50 -0.20
C 3.21 4.12 -1.11 -1.40
C 4.58 3.52 -1.16 0.71
C 5.63 4.07 -0.43 -0.34
C 6.87 3.46 -0.39 -0.52
C 7.09 2.28 -1.09 -0.41
C 6.06 1.73 -1.83 -0.61
C 4.81 2.34 -1.87 -0.15
C 2.50 -2.39 0.14 0.33
C 3.17 -3.57 0.47 -0.77
C 2.70 -4.80 0.05 -0.63
C 1.56 -4.85 -0.74 -0.44
C 0.90 -3.70 -1.11 -0.31
C 1.34 -2.44 -0.67 0.47
O 0.69 -1.35 -1.00 -0.55
H 4.73 0.18 0.71 0.38
H 5.05 -1.42 -0.01 0.39
H 4.79 -1.26 1.74 0.33
H 3.23 5.21 -1.18 0.52
H 2.55 3.71 -1.87 0.46
H 5.44 4.97 0.14 0.34
H 7.66 3.89 0.21 0.36
H 8.05 1.79 -1.04 0.36
H 6.22 0.80 -2.38 0.39
H 4.00 1.89 -2.43 0.28
H 4.04 -3.51 1.11 0.31
H 3.19 -5.71 0.37 0.36
H 1.17 -5.81 -1.07 0.34
H -0.02 -3.74 -1.69 0.40
S -0.35 -2.59 4.31 -0.75
Sb -1.49 -1.20 2.92 0.81
S -0.18 0.74 2.34 -0.51
S -1.53 -1.94 0.67 -0.84
S -3.63 -0.64 3.57 -0.75
N -5.87 -0.31 0.72 -0.24
C -5.80 0.87 0.07 0.10
O -6.75 1.39 -0.51 -0.70
C -4.44 1.49 0.07 0.44
C -4.29 2.85 0.25 -0.27
C -3.02 3.38 0.25 -0.89
C -1.94 2.54 0.07 0.02
N -2.06 1.22 -0.12 0.06
C -3.29 0.72 -0.12 -0.64
H -6.77 -0.74 0.82 0.22
H -5.15 -0.57 1.42 0.06
H -5.17 3.48 0.38 0.43
H -2.85 4.44 0.40 0.39
H -0.93 2.92 0.08 0.18
H -3.37 -0.35 -0.29 0.68
```

Calculated values
Net charge: -2
E_HOMO, eV: -1.85
Calculated total energy, hartree: -4091.99925
HOMO-LUMO gap, eV: 5.8
LUMO, eV: 3.96

=====

Molecular formula: C4H11NO2S
Method: DFT, ωB97M-V with the def2-TZVPD basis set

```
19
Properties=species:S:1:pos:R:3:mulliken_charge:R:1
O 0.28 1.15 -1.20 -0.54
C 1.29 0.59 -0.89 0.68
N 1.09 -0.84 -0.81 -0.15
C -0.15 -1.45 -0.79 -0.60
C -0.74 -1.77 0.64 -0.56
S -0.51 -0.44 1.92 -0.23
C 2.53 1.20 -0.44 -0.93
H 1.80 -1.43 -0.61 0.12
H -0.90 -0.62 -1.20 0.16
H -0.16 -2.31 -1.44 0.42
H -0.49 -2.74 0.91 0.46
H -1.88 -1.71 0.34 0.25
H -1.52 0.27 1.69 0.11
H 3.31 0.46 -0.08 0.26
H 2.99 2.09 -1.07 0.30
H 2.15 1.91 0.38 0.24
H -2.56 1.31 -1.36 0.29
H -1.82 2.29 -0.49 0.31
O -2.52 1.59 -0.46 -0.61
```

Calculated values
Net charge: 0
E_HOMO, eV: -8.84
Calculated total energy, hartree: -762.38297
HOMO-LUMO gap, eV: 9.6
LUMO, eV: 0.75
Energy above the lowest of the compared OMol25 structures with the same formula, charge and spin, eV: 1.806

=====

Molecular formula: C35H56F9N13S2Si
Method: DFT, ωB97M-V with the def2-TZVPD basis set

```
116
Properties=species:S:1:pos:R:3:mulliken_charge:R:1
C -0.04 -3.84 3.62 -0.73
C -1.20 -2.75 3.61 -0.14
S -1.46 -2.04 1.89 0.03
C -2.38 -3.43 1.01 -0.79
Si -2.68 -3.01 -0.84 0.42
C -1.64 -4.04 -2.07 -0.89
C -0.20 -4.48 -1.53 -0.13
C 0.67 -3.23 -0.96 0.57
C 2.19 -3.60 -1.19 -0.87
C 3.30 -2.65 -0.62 0.91
F 4.26 -2.37 -1.65 -0.30
F 4.06 -3.43 0.32 -0.34
C 2.88 -1.34 0.17 0.48
F 1.96 -1.56 1.21 -0.13
F 4.06 -0.94 0.87 -0.28
S 2.37 0.15 -0.82 1.28
F 2.03 -0.68 -2.20 -0.28
F 3.95 0.47 -1.28 -0.36
F 2.67 1.10 0.55 -0.37
F 0.80 0.01 -0.26 -0.30
F 1.94 1.55 -1.63 -0.28
H 0.47 -3.89 4.65 0.15
H -0.41 -4.88 3.38 0.23
H 0.77 -3.57 2.85 0.13
H -1.02 -1.91 4.36 -0.02
H -2.18 -3.30 3.84 0.31
H -3.41 -3.45 1.51 0.41
H -1.92 -4.45 1.20 0.45
H -4.09 -3.17 -1.17 -0.25
H -2.34 -1.59 -1.09 -0.31
H -2.22 -5.02 -2.25 0.45
H -1.53 -3.57 -3.11 0.39
H -0.21 -5.34 -0.79 0.33
H 0.40 -4.86 -2.44 -0.06
H 0.28 -2.32 -1.49 0.16
H 0.46 -3.24 0.17 -0.28
H 2.36 -4.66 -0.77 0.36
H 2.37 -3.72 -2.32 0.04
C 0.03 -4.77 7.94 -0.81
C -1.12 -4.84 6.99 0.37
N -2.02 -4.89 6.25 -0.38
H 0.33 -5.77 8.24 0.33
H 0.88 -4.27 7.46 0.26
H -0.26 -4.20 8.83 0.25
C 3.32 -5.42 -5.40 -0.86
C 1.95 -5.53 -4.82 0.40
N 0.87 -5.61 -4.36 -0.48
H 3.95 -6.23 -5.03 0.28
H 3.27 -5.48 -6.49 0.31
H 3.77 -4.47 -5.12 0.26
C -2.45 1.80 -1.20 -0.53
C -3.52 0.87 -0.72 0.36
N -4.35 0.14 -0.33 -0.49
H -2.01 1.41 -2.12 0.27
H -2.88 2.78 -1.40 0.45
H -1.67 1.89 -0.45 -0.04
C -0.26 4.90 1.13 -0.53
C -1.40 4.82 0.17 0.40
N -2.30 4.77 -0.58 -0.50
H 0.05 3.89 1.42 0.21
H 0.59 5.40 0.66 0.10
H -0.56 5.45 2.02 0.32
C 3.63 4.39 -0.13 -0.24
C 3.73 5.85 0.21 0.10
N 3.80 6.98 0.47 -0.38
H 4.08 4.21 -1.11 0.19
H 4.15 3.80 0.62 0.33
H 2.58 4.09 -0.16 0.00
C 2.50 3.71 -3.81 -0.36
C 2.00 4.02 -5.18 0.10
N 1.60 4.26 -6.25 -0.38
H 1.97 4.31 -3.07 0.22
H 2.35 2.65 -3.59 0.10
H 3.57 3.93 -3.75 0.30
C -2.73 1.12 6.14 -0.48
C -2.14 -0.25 6.19 0.49
N -1.67 -1.33 6.22 -0.50
H -1.93 1.87 6.15 -0.09
H -3.31 1.25 5.23 0.28
H -3.37 1.28 7.01 0.32
C 1.63 7.14 -8.61 -0.49
C 1.12 7.46 -9.98 0.33
N 0.73 7.70 -11.06 -0.44
H 1.09 7.74 -7.87 0.25
H 1.47 6.09 -8.39 0.19
H 2.69 7.37 -8.55 0.17
C -5.88 -6.25 2.30 -0.77
C -5.72 -5.75 0.90 0.37
N -5.60 -5.36 -0.20 -0.40
H -6.94 -6.45 2.50 0.30
H -5.32 -7.18 2.43 0.27
H -5.51 -5.51 3.00 0.25
C 4.73 8.12 -11.83 -0.71
C 4.70 8.56 -10.40 0.37
N 4.67 8.91 -9.28 -0.44
H 5.22 7.15 -11.91 0.26
H 3.72 8.04 -12.22 0.25
H 5.29 8.85 -12.43 0.28
C 1.15 3.57 6.82 -0.66
C -0.01 3.51 5.87 0.48
N -0.92 3.45 5.13 -0.53
H 1.43 2.57 7.12 0.06
H 1.99 4.05 6.33 0.33
H 0.87 4.15 7.70 0.31
C -7.01 -1.25 -2.14 -0.35
C -8.07 -2.18 -1.64 0.28
N -8.90 -2.91 -1.25 -0.42
H -6.57 -1.65 -3.06 0.24
H -7.44 -0.27 -2.34 0.30
H -6.22 -1.15 -1.39 -0.01
C 0.98 -0.16 9.18 -0.66
C 1.66 1.16 9.38 0.36
N 2.19 2.19 9.55 -0.43
H 0.84 -0.34 8.11 0.21
H 1.59 -0.96 9.60 0.29
H 0.00 -0.15 9.67 0.27
```

Calculated values
Net charge: 0
E_HOMO, eV: -8.19
Calculated total energy, hartree: -4063.41883
HOMO-LUMO gap, eV: 6.5
LUMO, eV: -1.73

=====

Molecular formula: C5H29NO11
Method: DFT, ωB97M-V with the def2-TZVPD basis set

```
46
Properties=species:S:1:pos:R:3:mulliken_charge:R:1
O 0.61 -1.27 -0.37 -0.52
C -0.18 -0.64 0.27 0.11
O -1.49 -0.99 0.25 -0.50
C 0.13 0.63 1.01 0.61
C -0.72 0.95 2.27 -0.76
C -0.95 2.48 2.55 -0.52
C -0.56 3.44 1.42 -1.14
N 1.51 0.72 1.52 -0.36
H -2.13 -0.68 0.90 0.19
H -0.13 1.42 0.30 0.05
H -1.74 0.62 2.07 0.15
H -0.28 0.50 3.15 0.63
H -1.98 2.72 2.77 0.38
H -0.31 2.62 3.43 0.30
H -0.92 4.43 1.68 0.42
H -1.19 3.27 0.54 0.18
H 0.47 3.20 1.15 0.34
H 1.53 0.18 2.38 0.33
H 2.25 0.42 0.89 0.15
H -0.73 -2.89 0.58 0.43
H -0.73 -4.35 0.06 0.30
O -0.60 -3.81 0.84 -0.72
H -4.80 0.70 -0.02 0.28
H -3.27 1.08 -0.06 0.33
O -3.95 0.59 0.40 -0.62
H -2.28 0.61 -2.17 0.34
H -1.72 2.00 -2.34 0.23
O -2.04 1.40 -1.65 -0.55
H -1.88 -1.59 -3.42 0.36
H -3.20 -0.83 -3.70 0.32
O -2.24 -0.73 -3.70 -0.69
H 2.02 0.91 -0.84 0.23
H 1.58 2.32 -1.46 0.34
O 1.75 1.38 -1.63 -0.70
H 2.34 -2.28 0.46 0.30
H 2.94 -3.13 1.55 0.34
O 3.16 -2.40 0.96 -0.63
H -1.23 -2.16 -1.43 0.45
H -0.09 -2.87 -2.19 0.36
O -1.04 -2.83 -2.09 -0.80
H 3.15 -3.59 -0.74 0.38
H 3.26 -2.52 -1.78 0.30
O 3.21 -3.48 -1.71 -0.64
H 4.78 0.91 -0.69 0.30
H 3.56 2.00 -1.02 0.34
O 4.14 1.55 -0.39 -0.63
```

Calculated values
Net charge: 0
E_HOMO, eV: -10.00
Calculated total energy, hartree: -1090.29329
HOMO-LUMO gap, eV: 10.1
LUMO, eV: 0.15
Energy above the lowest of the compared OMol25 structures with the same formula, charge and spin, eV: 2.938

=====

Molecular formula: H14O7
Method: DFT, ωB97M-V with the def2-TZVPD basis set

```
21
Properties=species:S:1:pos:R:3:mulliken_charge:R:1
O 0.50 1.79 0.23 -0.60
H 1.33 2.16 0.56 0.39
H -0.17 2.19 0.79 0.28
O -0.77 -0.98 -2.40 -0.67
H -0.75 -0.76 -1.47 0.48
H -1.70 -0.95 -2.63 0.25
O -0.05 -0.12 -0.23 -0.98
H -0.99 0.03 -0.38 0.27
H 0.28 0.74 0.03 0.50
O 2.19 0.73 1.19 -0.64
H 2.71 0.39 1.91 0.31
H 1.29 0.71 1.51 0.42
O -2.03 0.16 -0.96 -0.72
H -1.83 0.96 -1.45 0.39
H -2.65 0.44 -0.30 0.38
O 0.91 -1.62 -1.04 -0.87
H 0.05 -2.03 -1.13 0.22
H 0.72 -0.75 -0.67 0.64
O 0.37 -0.65 2.23 -0.68
H 0.34 -1.39 2.84 0.30
H 0.28 -1.05 1.36 0.35
```

Calculated values
Net charge: 0
E_HOMO, eV: -7.83
Calculated total energy, hartree: -534.75152
HOMO-LUMO gap, eV: 7.4
LUMO, eV: -0.41
Energy above the lowest of the compared OMol25 structures with the same formula, charge and spin, eV: 10.131

=====

Molecular formula: C2H2BF5O2
Method: DFT, ωB97M-V with the def2-TZVPD basis set

```
12
Properties=species:S:1:pos:R:3:mulliken_charge:R:1
B -0.07 0.11 0.13 0.43
C -0.93 -1.80 1.70 0.00
C 0.01 -2.83 2.28 0.79
O 0.77 0.87 0.74 -0.29
O -0.61 -0.08 -1.04 -0.33
F -1.80 -2.42 0.82 -0.28
F -1.70 -1.24 2.68 -0.27
F 0.82 -2.27 3.19 -0.25
F -0.57 -3.89 2.87 -0.26
F 0.80 -3.33 1.31 -0.26
H 1.26 1.62 0.42 0.34
H -1.21 -0.80 -1.23 0.37
```

Calculated values
Net charge: 0
E_HOMO, eV: -8.76
Calculated total energy, hartree: -752.08866
HOMO-LUMO gap, eV: 8.5
LUMO, eV: -0.28
Energy above the lowest of the compared OMol25 structures with the same formula, charge and spin, eV: 0.250